[1]
ORCA calculation (the ωB97M-V functional and the def2-TZVPD basis) on C6H8O2 in the gas phase.

Cartesian coordinates (Å):
C1 -1.47 -2.52 -0.69
C2 -1.16 -1.35 -0.21
C3 -1.02 -0.08 0.15
O1 -2.09 0.69 0.52
C4 0.33 0.45 0.21
C5 0.56 1.92 -0.02
C6 1.32 -0.46 0.34
O2 2.65 -0.21 0.23
H1 -1.39 -3.42 -0.10
H2 -1.78 -2.65 -1.72
H3 -1.77 1.49 0.95
H4 1.34 2.08 -0.77
H5 0.86 2.43 0.90
H6 -0.33 2.41 -0.42
H7 1.16 -1.46 0.74
H8 2.79 0.69 -0.10

The value obtained for the HOMO energy is -7.81 eV. The value obtained for the relative energy (zero: lowest compared OMol25 entry of this formula, charge and spin) is 273.4 kJ/mol. The energy is -383.8060 Eh.


[2]
ORCA calculation (the ωB97M-V functional and the def2-TZVPD basis) on C3H5N3O in the gas phase.

Cartesian coordinates (Å):
O1 2.48 -0.07 -0.02
C1 1.26 -0.15 -0.06
C2 0.50 1.19 0.05
N1 -0.85 1.25 -0.26
C3 -1.49 0.17 -0.08
N2 -0.98 -1.17 0.00
N3 0.46 -1.28 -0.13
H1 1.08 1.87 -0.55
H2 0.71 1.61 0.96
H3 -2.59 0.15 0.08
H4 -1.25 -1.66 0.89
H5 0.66 -1.91 -0.89

The value obtained for the HOMO energy is -9.44 eV. The value obtained for the relative energy (zero: lowest compared OMol25 entry of this formula, charge and spin) is 234.8 kJ/mol. The energy is -356.7680 Eh.


[3]
ORCA calculation (the ωB97M-V functional and the def2-TZVPD basis) on 5 unconnected molecules or ions with the total composition C37H89N4O9P.

Cartesian coordinates (Å):
C1 6.61 -0.30 0.74
C2 6.72 1.08 1.40
C3 6.29 2.24 0.50
C4 7.03 2.30 -0.85
P1 6.37 3.89 1.37
C5 4.71 3.90 2.22
C6 3.68 4.84 1.56
C7 2.36 4.15 1.21
C8 2.33 3.62 -0.23
C9 0.93 3.28 -0.75
C10 0.32 2.00 -0.15
C11 -0.62 2.25 1.03
C12 -1.26 0.98 1.59
O1 -1.13 0.85 3.00
C13 0.18 0.47 3.38
H1 7.57 -0.81 0.63
H2 5.95 -0.96 1.32
H3 6.15 -0.23 -0.25
H4 7.73 1.27 1.77
H5 6.08 1.10 2.29
H6 5.21 2.11 0.31
H7 7.84 3.03 -0.84
H8 7.46 1.33 -1.12
H9 6.36 2.59 -1.66
H10 7.12 3.47 2.49
H11 4.32 2.87 2.19
H12 4.86 4.14 3.27
H13 3.49 5.69 2.22
H14 4.11 5.27 0.65
H15 1.51 4.82 1.37
H16 2.22 3.31 1.91
H17 2.94 2.70 -0.29
H18 2.80 4.35 -0.89
H19 0.99 3.17 -1.83
H20 0.25 4.11 -0.54
H21 1.13 1.32 0.17
H22 -0.23 1.45 -0.92
H23 -0.07 2.74 1.84
H24 -1.40 2.95 0.72
H25 -2.33 0.96 1.40
H26 -0.83 0.09 1.10
H27 0.27 0.62 4.45
H28 0.36 -0.58 3.15
H29 0.94 1.08 2.87
C14 4.65 -2.16 3.77
O2 4.60 -2.91 2.58
C15 5.42 -4.08 2.58
C16 4.57 -5.31 2.38
N1 3.67 -5.49 3.51
C17 2.70 -6.57 3.35
C18 1.70 -6.46 2.21
O3 0.81 -5.37 2.34
C19 1.22 -4.17 1.71
H30 4.03 -1.28 3.62
H31 4.26 -2.72 4.63
H32 5.67 -1.84 4.01
H33 5.98 -4.13 3.52
H34 6.14 -4.00 1.76
H35 5.22 -6.18 2.30
H36 4.05 -5.20 1.42
H37 3.17 -4.62 3.66
H38 2.15 -6.66 4.29
H39 3.25 -7.51 3.22
H40 1.08 -7.37 2.22
H41 2.20 -6.41 1.23
H42 1.77 -4.38 0.79
H43 1.84 -3.55 2.35
H44 0.32 -3.61 1.45
C20 -3.95 6.33 -1.15
O4 -3.45 5.69 -2.30
C21 -2.22 5.01 -2.09
C22 -2.38 3.53 -2.34
N2 -3.22 2.94 -1.31
C23 -3.54 1.53 -1.51
C24 -4.39 1.17 -2.73
O5 -5.70 1.69 -2.66
C25 -5.89 2.96 -3.26
H45 -4.87 6.85 -1.45
H46 -4.19 5.63 -0.35
H47 -3.24 7.07 -0.76
H48 -1.86 5.18 -1.08
H49 -1.48 5.42 -2.79
H50 -1.40 3.05 -2.30
H51 -2.77 3.40 -3.36
H52 -4.08 3.47 -1.23
H53 -4.07 1.17 -0.62
H54 -2.60 0.97 -1.57
H55 -4.48 0.08 -2.74
H56 -3.91 1.46 -3.67
H57 -5.24 3.09 -4.13
H58 -5.71 3.78 -2.56
H59 -6.93 3.01 -3.59
C26 -10.65 -0.49 2.96
O6 -10.20 -1.62 2.24
C27 -10.62 -1.64 0.88
C28 -9.42 -1.59 -0.04
N3 -8.76 -0.31 0.06
C29 -7.51 -0.20 -0.69
C30 -6.35 -1.09 -0.25
O7 -5.83 -0.76 1.02
C31 -6.42 -1.43 2.12
H60 -10.31 -0.61 3.99
H61 -10.25 0.45 2.56
H62 -11.74 -0.42 2.96
H63 -11.29 -0.80 0.67
H64 -11.17 -2.57 0.71
H65 -9.76 -1.74 -1.07
H66 -8.77 -2.44 0.21
H67 -8.58 -0.11 1.03
H68 -7.17 0.84 -0.65
H69 -7.72 -0.40 -1.75
H70 -5.53 -0.93 -0.96
H71 -6.61 -2.15 -0.29
H72 -6.73 -2.44 1.84
H73 -7.29 -0.91 2.51
H74 -5.67 -1.50 2.90
C32 4.06 -2.59 -0.60
O8 3.41 -3.33 -1.62
C33 2.05 -2.98 -1.80
C34 1.84 -2.34 -3.16
N4 2.50 -1.05 -3.23
C35 2.50 -0.42 -4.54
C36 3.27 -1.11 -5.65
O9 4.67 -1.15 -5.43
C37 5.16 -2.28 -4.74
H75 5.07 -2.99 -0.50
H76 4.14 -1.52 -0.86
H77 3.55 -2.68 0.36
H78 1.73 -2.28 -1.02
H79 1.44 -3.88 -1.73
H80 0.77 -2.20 -3.33
H81 2.20 -3.06 -3.92
H82 3.46 -1.15 -2.91
H83 2.91 0.59 -4.43
H84 1.46 -0.31 -4.86
H85 3.12 -0.54 -6.57
H86 2.90 -2.13 -5.83
H87 4.57 -3.17 -4.97
H88 5.16 -2.14 -3.65
H89 6.19 -2.44 -5.07

The value obtained for the HOMO energy is -8.49 eV. The value obtained for the relative energy (zero: lowest compared OMol25 entry of this formula, charge and spin) is 0.0 kJ/mol. The energy is -2700.4493 Eh.


[4]
ORCA calculation (the ωB97M-V functional and the def2-TZVPD basis) on 11 unconnected molecules or ions with the total composition C21H54O11.

Cartesian coordinates (Å):
C1 0.38 -1.20 -8.16
C2 1.03 0.14 -8.14
C3 0.17 1.34 -7.90
O1 2.23 0.23 -8.39
H1 -0.63 -1.14 -8.55
H2 0.41 -1.43 -7.10
H3 0.99 -1.88 -8.76
H4 -0.59 1.34 -8.68
H5 0.72 2.28 -7.92
H6 -0.25 1.21 -6.90
C4 -0.18 5.13 0.38
C5 -0.54 6.37 1.14
C6 -0.90 7.70 0.52
O2 -0.58 6.43 2.35
H7 0.16 4.33 1.03
H8 0.59 5.32 -0.37
H9 -1.02 4.86 -0.26
H10 -0.98 7.47 -0.54
H11 -0.03 8.33 0.72
H12 -1.86 8.03 0.90
C7 -5.15 -4.75 2.68
C8 -6.73 -4.99 2.59
C9 -7.60 -4.18 3.51
O3 -7.10 -5.95 1.88
H13 -4.81 -5.13 3.64
H14 -4.99 -3.70 2.43
H15 -4.75 -5.30 1.82
H16 -8.30 -3.56 2.95
H17 -6.90 -3.66 4.17
H18 -8.27 -4.87 4.04
C10 -4.39 2.39 5.30
C11 -3.41 1.32 5.65
C12 -3.01 1.09 7.04
O4 -3.00 0.56 4.76
H19 -5.26 2.36 5.95
H20 -4.83 2.13 4.34
H21 -3.86 3.32 5.55
H22 -2.64 0.08 7.20
H23 -3.80 1.33 7.75
H24 -2.20 1.82 7.08
C13 8.76 -0.34 0.98
C14 7.96 -0.57 -0.35
C15 6.80 -1.50 -0.20
O5 8.28 -0.16 -1.45
H25 9.51 -1.12 1.04
H26 8.16 -0.56 1.87
H27 9.00 0.72 1.10
H28 6.44 -1.74 0.80
H29 7.27 -2.34 -0.71
H30 5.91 -1.30 -0.81
C16 -5.67 3.78 -2.72
O6 -5.02 2.62 -3.30
H31 -5.07 4.69 -2.67
H32 -6.65 3.85 -3.20
H33 -5.81 3.52 -1.67
H34 -4.34 2.35 -2.68
C17 -1.52 -6.18 -3.28
O7 -1.94 -7.28 -4.12
H35 -1.87 -5.21 -3.62
H36 -2.11 -6.14 -2.35
H37 -0.44 -6.09 -3.20
H38 -1.69 -7.09 -5.03
C18 -0.03 -0.77 -0.97
O8 -1.26 -0.27 -0.51
H39 -0.16 -1.36 -1.88
H40 0.53 0.14 -1.18
H41 0.48 -1.34 -0.20
H42 -1.10 0.00 0.40
C19 3.22 1.36 4.89
O9 3.97 0.25 4.56
H43 3.84 2.16 4.51
H44 2.21 1.33 4.48
H45 3.24 1.25 5.97
H46 3.41 -0.51 4.73
C20 4.47 3.52 -4.20
O10 4.98 4.76 -4.76
H47 4.68 3.38 -3.15
H48 3.39 3.34 -4.24
H49 5.05 2.75 -4.70
H50 5.24 4.54 -5.66
C21 3.61 -5.81 3.51
O11 2.86 -4.60 3.67
H51 4.55 -5.62 3.00
H52 3.66 -6.19 4.54
H53 3.09 -6.58 2.93
H54 2.04 -4.77 4.14

The value obtained for the HOMO energy is -9.51 eV. The value obtained for the relative energy (zero: lowest compared OMol25 entry of this formula, charge and spin) is 458.4 kJ/mol. The energy is -1659.9112 Eh.


[5]
ORCA calculation (the ωB97M-V functional and the def2-TZVPD basis) on a molecular structure, C28H39AsCoNPS5.

Cartesian coordinates (Å):
Co1 0.00 0.18 -0.05
S1 0.03 1.27 -2.16
C1 0.10 -0.01 -3.32
C2 -0.25 0.26 -4.66
C3 -0.15 -0.71 -5.64
C4 0.31 -1.99 -5.32
C5 0.63 -2.28 -4.00
C6 0.50 -1.32 -3.01
S2 0.79 -1.82 -1.32
C7 2.56 -1.38 -1.14
C8 2.86 -0.62 0.12
C9 4.07 -0.82 0.77
C10 4.39 -0.03 1.86
C11 3.50 0.95 2.25
C12 2.30 1.09 1.57
C13 1.30 2.13 1.98
S3 0.58 3.00 0.54
C14 2.07 3.91 0.08
C15 2.31 5.00 0.93
C16 3.44 5.78 0.82
C17 4.36 5.49 -0.17
C18 4.13 4.45 -1.05
C19 2.98 3.63 -0.96
S4 2.88 2.42 -2.20
N1 1.98 0.30 0.53
H1 -0.61 1.25 -4.89
H2 -0.43 -0.48 -6.66
H3 0.42 -2.74 -6.09
H4 0.94 -3.28 -3.72
H5 2.80 -0.74 -1.99
H6 3.14 -2.29 -1.19
H7 4.75 -1.58 0.40
H8 5.33 -0.17 2.38
H9 3.73 1.62 3.08
H10 1.74 2.87 2.64
H11 0.44 1.66 2.46
H12 1.57 5.22 1.69
H13 3.59 6.62 1.49
H14 5.27 6.08 -0.27
H15 4.84 4.22 -1.83
C20 -2.02 -3.48 2.29
C21 -1.26 -2.54 1.35
P1 -0.75 -0.86 1.95
C22 -2.33 -0.26 2.70
C23 -2.40 1.26 2.79
C24 0.18 -1.39 3.47
C25 0.58 -0.27 4.42
H16 -2.35 -4.35 1.73
H17 -2.90 -3.00 2.72
H18 -1.38 -3.84 3.10
H19 -1.88 -2.31 0.48
H20 -0.36 -3.02 0.98
H21 -2.46 -0.72 3.69
H22 -3.13 -0.61 2.05
H23 -1.71 1.67 3.53
H24 -3.41 1.58 3.06
H25 -2.16 1.70 1.82
H26 1.07 -1.93 3.13
H27 -0.46 -2.10 4.00
H28 1.36 0.36 4.00
H29 0.96 -0.69 5.36
H30 -0.27 0.36 4.67
C26 -4.75 -0.52 -3.19
As1 -3.78 -1.18 -1.65
C27 -5.13 -2.00 -0.50
C28 -2.83 -2.70 -2.37
S5 -2.78 0.34 -0.64
H31 -5.49 -1.25 -3.51
H32 -4.03 -0.37 -3.99
H33 -5.22 0.42 -2.96
H34 -5.84 -2.58 -1.11
H35 -5.66 -1.22 0.04
H36 -4.64 -2.66 0.21
H37 -3.56 -3.44 -2.72
H38 -2.17 -3.15 -1.63
H39 -2.23 -2.36 -3.21

The value obtained for the HOMO energy (alpha / beta) is -5.65 / -5.64 eV. The value obtained for the relative energy (zero: lowest compared OMol25 entry of this formula, charge and spin) is 355.0 kJ/mol. The multiplicity is 2. The energy is -7095.8786 Eh.


[6]
ORCA calculation (the ωB97M-V functional and the def2-TZVPD basis) on a molecular structure, C2H6Br2Si.

Cartesian coordinates (Å):
C1 -0.60 1.18 1.76
C2 -0.04 -1.55 -0.24
Si1 0.23 0.06 0.47
Br1 -1.47 -2.53 0.45
Br2 2.26 0.96 0.21
H1 -1.67 1.42 1.47
H2 -0.36 0.54 2.72
H3 -0.21 2.24 1.87
H4 0.29 -1.62 -1.25
H5 0.73 -0.42 -4.12
H6 0.84 -0.28 -3.34

The value obtained for the HOMO energy is -8.04 eV. The value obtained for the relative energy (zero: lowest compared OMol25 entry of this formula, charge and spin) is 314.1 kJ/mol. The energy is -5517.2466 Eh.


[7]
ORCA calculation (the ωB97M-V functional and the def2-TZVPD basis) on a molecular structure, C7H16AlCa2ClFNO16S3.

Cartesian coordinates (Å):
N1 2.37 -1.88 1.15
C1 1.70 -1.66 0.08
C2 0.75 -0.54 -0.10
O1 -0.45 -0.60 0.86
C3 -1.40 -1.41 0.44
O2 -1.21 -2.55 -0.09
O3 -2.59 -1.03 0.70
S1 -3.95 -1.68 -0.17
H1 3.01 -2.70 0.98
H2 1.84 -2.33 -0.78
H3 0.39 -0.44 -1.12
H4 1.28 0.38 0.16
H5 -3.92 -2.97 0.21
O4 3.55 0.88 0.64
S2 4.40 0.92 1.84
O5 4.70 2.40 2.19
O6 5.73 0.31 1.58
O7 3.74 0.28 2.97
C4 -6.89 0.80 1.63
O8 -8.13 0.98 0.90
C5 -8.26 0.09 -0.07
O9 -7.43 -0.75 -0.32
O10 -9.42 0.27 -0.70
C6 -9.66 -0.65 -1.77
H6 -6.81 1.56 2.41
H7 -6.89 -0.19 2.10
H8 -6.04 0.89 0.96
H9 -9.69 -1.67 -1.40
H10 -8.90 -0.55 -2.54
H11 -10.63 -0.38 -2.18
Ca1 6.75 2.93 1.71
Cl1 -5.04 2.55 2.53
Al1 0.22 -3.81 -0.37
F1 4.26 -2.05 0.28
O11 3.56 -7.59 -0.82
S3 2.97 -6.98 0.38
O12 3.41 -5.57 0.46
O13 3.39 -7.69 1.59
O14 1.50 -7.03 0.28
Ca2 0.08 -2.53 2.43
O15 8.33 4.26 -0.47
H12 8.45 4.93 -1.15
C7 6.56 7.13 -3.16
O16 7.52 6.60 -2.26
H13 6.11 6.29 -3.69
H14 5.78 7.68 -2.63
H15 7.03 7.80 -3.89
H16 7.92 7.33 -1.79

The value obtained for the HOMO energy is -7.43 eV. The energy is -4886.6370 Eh.


[8]
ORCA calculation (the ωB97M-V functional and the def2-TZVPD basis) on a molecular structure, C32H41BiGe2IN2O3.

Cartesian coordinates (Å):
Bi1 1.05 0.30 0.34
C1 3.61 -3.57 1.94
C2 2.25 -3.31 2.51
N1 1.64 -4.27 3.14
C3 0.43 -4.05 3.70
C4 -0.20 -2.83 3.69
C5 -1.50 -2.65 4.41
O1 -2.41 -1.94 3.57
C6 0.43 -1.77 2.98
C7 -0.08 -0.43 3.14
N2 0.09 0.58 2.35
C8 -0.27 1.92 2.83
C9 -1.47 1.96 3.72
C10 -1.25 2.15 5.03
C11 0.07 2.44 5.61
C12 1.11 2.79 4.83
C13 0.83 2.75 3.42
I1 3.50 1.60 0.72
C14 1.67 -2.00 2.36
O2 2.31 -1.09 1.69
H1 3.72 -4.63 1.73
H2 3.79 -2.98 1.05
H3 4.38 -3.29 2.67
H4 -0.04 -4.90 4.18
H5 -1.90 -3.64 4.66
H6 -1.34 -2.11 5.35
H7 -3.26 -1.89 4.02
H8 -0.62 -0.23 4.06
H9 -2.45 1.73 3.32
H10 -2.09 2.11 5.71
H11 0.16 2.44 6.69
H12 2.06 3.10 5.24
C15 0.58 -4.52 -1.72
C16 1.11 -3.43 -0.78
Ge1 -0.14 -1.95 -0.53
C17 -1.86 -2.29 0.35
C18 -2.71 -3.27 -0.45
C19 -0.48 -1.15 -2.28
C20 -0.31 0.06 -2.86
Ge2 0.10 1.72 -1.85
C21 -1.53 2.73 -1.48
C22 -1.79 3.93 -2.40
C23 1.75 2.66 -2.36
C24 1.82 3.39 -3.70
C25 -0.54 0.24 -4.32
C26 -0.58 -0.82 -5.23
C27 -0.80 -0.61 -6.58
C28 -0.98 0.68 -7.07
C29 -0.92 1.75 -6.19
C30 -0.70 1.53 -4.84
H13 1.39 -5.20 -1.99
H14 0.19 -4.11 -2.65
H15 -0.20 -5.11 -1.25
H16 2.02 -2.98 -1.18
H17 1.36 -3.85 0.19
H18 -2.37 -1.32 0.43
H19 -1.70 -2.64 1.36
H20 -2.86 -2.94 -1.48
H21 -3.70 -3.37 0.00
H22 -2.27 -4.26 -0.48
H23 -0.83 -1.93 -2.95
H24 -1.47 3.07 -0.45
H25 -2.34 2.01 -1.53
H26 -0.95 4.62 -2.43
H27 -2.65 4.49 -2.03
H28 -2.02 3.63 -3.42
H29 2.55 1.91 -2.30
H30 1.95 3.36 -1.54
H31 1.76 2.70 -4.54
H32 2.77 3.92 -3.78
H33 1.02 4.13 -3.81
H34 -0.42 -1.84 -4.90
H35 -0.82 -1.45 -7.25
H36 -1.15 0.84 -8.12
H37 -1.05 2.76 -6.55
H38 -0.66 2.39 -4.18
C31 1.32 4.75 1.74
C32 0.77 3.52 2.32
O3 -0.23 2.78 1.65
H39 0.58 5.55 1.77
H40 1.59 4.57 0.70
H41 2.21 5.06 2.29

The value obtained for the HOMO energy is -10.36 eV. The value obtained for the relative energy (zero: lowest compared OMol25 entry of this formula, charge and spin) is 123.3 kJ/mol. The energy is -6244.9935 Eh. Its charge is +1.


How do the records compare in molecular weight? In the order shown, they have 112.13, 99.09, 765.11, 482.65, 714.79, 217.96, 627.99, 982.80 g/mol.